1.
Entry from OMol25: a molecular structure, C29H31N6OPReSTe (wB97M-V/def2-TZVPD).

Cartesian coordinates (Å):
Re  1.37464  0.06462  -0.33989
Te  2.86086  -0.55700  -2.37761
S  3.05248  0.34200  1.34272
P  -0.47378  0.39308  -1.85577
O  -0.07766  0.79924  1.32756
N  4.30858  -1.05915  3.13989
N  1.49308  2.19244  -0.78742
N  1.24102  -2.12733  0.30278
N  -1.75364  1.05968  2.80455
N  -0.09246  1.92587  -2.46057
N  2.93313  -2.37110  2.00862
C  -1.65064  2.50482  2.73227
C  -2.04411  0.64602  -0.95829
C  -0.94264  0.32548  2.06906
C  2.45764  4.33498  -0.34127
C  1.74226  -4.28606  1.21949
C  0.94650  4.07947  -2.16139
C  0.08271  -4.10814  -0.46499
C  4.45274  -2.32049  3.63135
C  3.39516  -1.08454  2.14612
C  -2.82293  -0.39294  -5.02546
C  3.62236  -3.13411  2.95403
C  1.95851  -2.90101  1.14744
C  -4.53239  0.90296  0.23857
C  -2.21901  0.17755  -3.92306
C  -2.75069  0.43296  3.64820
C  5.01160  0.10213  3.61138
C  2.30808  2.99119  -0.08858
C  -1.21644  -2.18254  -4.97695
C  -2.32871  -1.58209  -5.54511
C  1.76656  4.89475  -1.41300
C  -2.56811  1.90868  -0.71137
C  0.32916  -2.75714  -0.46902
C  -3.81765  2.03197  -0.12577
C  -0.58680  -1.60414  -3.88464
C  0.79853  2.73632  -1.80253
C  -2.74819  -0.48633  -0.55644
C  -3.98879  -0.35690  0.03823
C  0.80593  -4.89914  0.41837
C  -1.09826  -0.42887  -3.34845
H  -0.23879  -2.12465  -1.14295
H  5.59197  0.55045  2.80476
H  4.30883  0.84516  3.99035
H  -0.46913  2.25309  -3.34455
H  3.11204  4.92311  0.28193
H  -3.23931  1.18419  4.26073
H  -0.64648  -4.52738  -1.13963
H  5.68183  -0.19453  4.41499
H  5.13244  -2.55037  4.42488
H  -3.68766  0.07994  -5.46383
H  -5.50751  1.00360  0.68778
H  -0.66606  2.82902  3.07305
H  1.87519  5.94049  -1.65487
H  -0.84495  -3.10978  -5.38584
H  -1.09108  -0.76147  2.17161
H  0.64031  -5.96251  0.46906
H  -4.24173  3.01133  0.03035
H  0.29676  -2.06442  -3.46327
H  -2.63410  1.07922  -3.49023
H  2.87874  2.54055  0.71107
H  0.39922  4.45966  -3.00839
H  -2.28659  -0.29688  4.31224
H  -2.00626  2.78801  -0.99767
H  -4.54127  -1.23910  0.32350
H  -1.79199  2.83523  1.70219
H  -2.40857  2.96286  3.35750
H  -2.33540  -1.46991  -0.74083
H  3.50415  -4.18392  3.10291
H  2.30540  -4.89626  1.90128
H  -3.50952  -0.06347  3.03996
H  -2.80915  -2.04846  -6.39114

Values from the calculation:
Net charge   +2
Kohn-Sham gap (alpha / beta)   5.76 / 6.31 eV
Multiplicity   2
LUMO level (alpha / beta)   -6.8 / -6.6 eV
Highest occupied orbital energy (alpha / beta)   -12.534 / -12.928 eV

2.
Entry from OMol25: a molecular structure, C29H31N8O3RuS3 (wB97M-V/def2-TZVPD).

Cartesian coordinates (Å):
Ru  -0.43304  0.27423  0.55424
S  -0.06394  3.38951  -3.07662
S  -2.38737  1.20831  -3.45740
S  3.78755  2.01430  -0.44800
O  0.47694  4.37993  -2.20314
O  -1.15965  -1.81385  0.90744
O  -1.37691  3.56259  -3.63823
N  -2.38121  -3.69640  0.95371
N  -1.21241  0.06909  -1.39964
N  -1.96880  1.71015  1.14474
N  1.54183  1.19494  0.35906
N  -0.83871  1.39415  3.17064
N  3.75751  2.52309  -7.45404
N  -0.08602  1.97373  -2.16480
N  -0.15553  0.46789  2.55536
C  2.15150  -0.64670  5.21514
C  -3.04376  -0.20390  -2.77929
C  0.86751  -0.20234  3.22662
C  -1.50100  -2.86676  1.50355
C  2.88590  2.67647  -6.43645
C  -2.31125  -0.64199  -1.70387
C  -1.80769  2.00527  2.47701
C  1.61976  -1.17502  2.54734
C  3.26665  3.38321  -5.27528
C  1.08825  3.03602  -4.35182
C  -0.11828  -4.56073  2.83011
C  -1.48208  -5.98271  1.20166
C  2.82509  3.08185  0.47936
C  -2.89419  2.36605  0.43451
C  -2.63307  2.96313  3.09307
C  1.66222  2.48293  0.81961
C  -0.13858  -5.30754  1.49233
C  -3.59059  3.60821  2.34940
C  -0.95572  -3.24872  2.85171
C  -2.66050  -5.03574  1.46786
C  1.15259  0.05970  4.57322
C  2.62127  -1.86649  3.20141
C  -3.72476  3.31271  0.98726
C  2.88629  -1.61278  4.54083
C  1.58430  2.13503  -6.51190
C  -1.07118  1.14209  -2.25457
C  0.69788  2.31614  -5.47902
C  2.37418  3.56300  -4.24762
C  2.58665  0.82248  -0.33406
H  -3.56900  -5.39851  0.99320
H  0.87048  2.94220  1.39238
H  0.57106  0.81192  5.08616
H  2.36091  -0.43864  6.25577
H  -0.47207  -5.22961  3.61542
H  -2.48166  3.16027  4.14432
H  0.64171  -6.06827  1.49549
H  -2.96049  2.13083  -0.62090
H  3.50760  2.02239  -8.28631
H  -4.45177  3.81771  0.36935
H  0.91461  -4.30759  3.06724
H  -0.35283  -2.42237  3.21915
H  3.15073  4.07906  0.72262
H  -1.60402  -6.86538  1.83087
H  1.40327  -1.39845  1.50834
H  -2.55617  -1.49642  -1.09511
H  -0.30770  1.92126  -5.54742
H  4.67566  2.92418  -7.40249
H  3.19955  -2.61227  2.67144
H  -1.49724  -6.31396  0.16155
H  -1.80793  -3.35664  3.52588
H  0.11208  -4.60905  0.68780
H  -2.84899  -4.96342  2.53818
H  4.26655  3.79239  -5.21001
H  2.63270  4.13880  -3.37037
H  2.69618  -0.15245  -0.78357
H  -2.69348  -3.48385  0.01991
H  3.65637  -2.16873  5.05724
H  1.28408  1.59752  -7.40171
H  -4.23549  4.34617  2.80628
H  -3.94232  -0.65363  -3.17208

Values from the calculation:
Energy above the lowest of the compared OMol25 structures with the same formula, charge and spin   0.00 kcal/mol
Net charge   +2
Kohn-Sham gap (alpha / beta)   5.79 / 4.42 eV
Multiplicity   6
LUMO level (alpha / beta)   -6.3 / -8.1 eV
Highest occupied orbital energy (alpha / beta)   -12.131 / -12.566 eV

3.
Entry from OMol25: a molecular structure, C29H31NP3PtS (wB97M-V/def2-TZVPD).

Cartesian coordinates (Å):
Pt  0.03243  0.95432  0.85921
S  -1.68660  -0.76021  3.03502
P  -1.06228  -0.87386  -1.48557
P  0.24098  2.36868  2.63347
P  2.31828  0.93423  0.92435
N  -0.25610  0.38767  -1.07586
C  4.31034  4.42946  1.85040
C  0.44342  1.63883  4.29571
C  -3.66835  -0.02871  -1.22406
C  -3.12006  -0.78812  -3.43853
C  2.79814  2.57165  1.58271
C  -0.22850  -1.77082  -2.84091
C  -0.71884  -0.78830  1.73980
C  0.19160  -3.70272  -4.22372
C  1.14237  -2.98780  -4.94036
C  3.23945  -0.23287  1.98116
C  3.36923  5.08267  2.63426
C  2.14665  4.47950  2.90122
C  -2.74386  -0.57250  -2.11808
C  -0.49110  -3.09623  -3.17884
C  4.02555  3.17252  1.33378
C  1.84563  3.22994  2.37204
C  -0.95963  3.69251  2.98010
C  -1.51033  -4.21958  1.70961
C  -0.51914  -3.31490  1.86040
C  -2.34807  -3.03596  -0.25766
C  -0.40134  -2.09679  0.99543
C  0.73300  -1.06308  -3.55836
C  -4.94945  0.28250  -1.64498
C  -2.47375  -4.07637  0.68042
C  3.13930  0.75094  -0.67945
C  1.41290  -1.66800  -4.60693
C  -5.32009  0.05991  -2.96721
C  -4.40649  -0.47181  -3.86243
C  -1.34066  -2.11781  -0.19443
H  4.21705  0.90896  -0.62008
H  -5.66174  0.70071  -0.94498
H  0.94464  0.67490  4.22247
H  -3.06544  -2.97482  -1.06950
H  0.62884  -1.99173  0.62859
H  1.42263  4.99934  3.51577
H  0.19832  -3.41416  2.66593
H  2.93597  -0.25905  -1.03820
H  3.09789  -1.24316  1.59328
H  -1.11413  4.29348  2.08537
H  -1.58281  -5.05951  2.38958
H  -1.22485  -3.66396  -2.61962
H  2.68547  1.44446  -1.38623
H  4.30594  0.00099  2.00037
H  -2.40894  -1.20312  -4.14198
H  -6.32200  0.30425  -3.29723
H  3.58441  6.06509  3.03443
H  4.76594  2.66930  0.72312
H  2.15624  -1.11039  -5.16311
H  2.84688  -0.19343  2.99627
H  -1.89875  3.19660  3.22899
H  1.67471  -3.46201  -5.75536
H  0.93539  -0.03844  -3.26909
H  -4.69238  -0.64188  -4.89268
H  -0.54585  1.46274  4.71615
H  5.26214  4.89866  1.63767
H  -3.37343  0.15048  -0.19511
H  1.00977  2.30454  4.94885
H  -3.28737  -4.78351  0.59694
H  -0.01540  -4.73487  -4.47663
H  -0.66379  4.33065  3.81429

Values from the calculation:
Energy above the lowest of the compared OMol25 structures with the same formula, charge and spin   28.66 kcal/mol
Net charge   0
Kohn-Sham gap (alpha / beta)   6.04 / 6.71 eV
Multiplicity   4
LUMO level (alpha / beta)   0.5 / -0.5 eV
Highest occupied orbital energy (alpha / beta)   -5.508 / -7.176 eV

4.
Entry from OMol25: a molecular structure, C29H31O7PS3Sc (wB97M-V/def2-TZVPD).

Cartesian coordinates (Å):
Sc  -1.07486  0.87943  0.89225
S  0.77007  3.54704  0.90643
S  -1.29354  3.73105  -1.91657
S  0.87156  1.20349  -1.45636
P  0.45990  -1.62176  0.12675
O  -3.69876  4.23273  0.58105
O  -1.33818  0.18464  2.87861
O  0.61171  0.36349  1.93659
O  -2.51953  0.13801  -0.04353
O  -3.91016  1.07214  2.11730
O  -2.10814  2.71687  0.88455
O  -4.43256  -0.29461  -1.12290
C  -0.19507  -0.31606  2.66628
C  2.82902  -1.57622  -1.37974
C  2.29104  3.18398  -0.01461
C  -0.09687  5.00047  -1.42401
C  -3.23510  3.13692  1.12052
C  -1.15909  -4.77494  -2.81931
C  -1.40239  -2.76509  -1.52574
C  0.54875  -3.86475  1.91325
C  0.21528  5.05138  0.06701
C  0.15398  -4.89596  -2.37953
C  -4.19785  2.43620  2.04995
C  -3.83709  0.02056  -0.13011
C  4.51447  -1.37145  0.81227
C  0.46664  -4.45547  3.16746
C  5.04769  -1.38457  -0.46843
C  2.28334  -1.57565  -0.09480
C  0.17648  -3.69441  4.29227
C  -4.59154  0.25557  1.17232
C  -0.42945  2.93248  -3.28632
C  0.68865  -3.95708  -1.51073
C  4.20090  -1.48882  -1.56504
C  0.09118  -1.74361  2.91575
C  -0.03609  -2.33314  4.16520
C  -1.93684  -3.70813  -2.39527
C  0.37508  -2.49319  1.76583
C  2.33635  1.75441  -0.54935
C  3.14116  -1.46904  0.99857
C  -0.08854  -2.88558  -1.06728
C  0.90491  2.28652  -2.91819
H  -0.49845  5.96953  -1.71968
H  2.40978  1.04772  0.27650
H  -4.04821  2.86519  3.04240
H  0.10099  -4.16446  5.26403
H  -0.28913  -1.72767  5.02734
H  2.74155  -1.45905  2.00408
H  2.17642  -1.64907  -2.24062
H  -0.26912  3.66536  -4.07679
H  -0.64937  5.38007  0.64736
H  0.81333  4.84818  -2.00195
H  1.66945  3.04267  -2.74762
H  0.62357  -5.52247  3.26605
H  -3.06829  4.57791  -0.07731
H  0.76408  -5.72459  -2.71628
H  -1.57085  -5.51147  -3.49867
H  3.13680  3.33216  0.65603
H  1.71672  -4.05833  -1.18398
H  -1.13431  2.18979  -3.66131
H  3.21097  1.60750  -1.18413
H  6.11906  -1.32200  -0.61230
H  5.16800  -1.29223  1.67219
H  2.37401  3.91945  -0.81402
H  -5.57603  0.65283  0.92985
H  0.99461  5.79764  0.22866
H  -4.72054  -0.71716  1.64576
H  -2.95593  -3.60036  -2.74506
H  0.74247  -4.48118  1.04554
H  -2.00622  -1.92398  -1.21093
H  4.61111  -1.50757  -2.56786
H  -5.22164  2.64386  1.73800
H  1.23859  1.66387  -3.74769

Values from the calculation:
Energy above the lowest of the compared OMol25 structures with the same formula, charge and spin   23.12 kcal/mol
Net charge   +1
Kohn-Sham gap   8.48 eV
LUMO level   -2.5 eV
Highest occupied orbital energy   -10.967 eV

Quick rundown of total energy, same order as above: -2612.90547 -3076.33073 -2719.90630 -3947.00353 Ha